This record from the Open Molecules 2025 dataset describes C29H30F6GeInN3O4PS2 as an isolated structure. The level of theory is wB97M-V/def2-TZVPD.

The geometry in XYZ format:
```
77
Properties=species:S:1:pos:R:3:lowdin_charge:R:1
In -0.079 0.026 0.166 1.0710
F 5.431 1.182 0.934 0.1811
C 4.579 0.187 0.900 -0.6695
F 4.897 -0.693 -0.025 0.1825
F 4.548 -0.406 2.092 0.1467
S 2.826 0.821 0.582 0.5239
O 2.317 0.089 -0.581 -0.4622
O 2.045 0.511 1.772 -0.4005
N 2.885 2.387 0.370 -0.3080
S 3.499 2.807 -1.097 0.6315
O 4.368 1.804 -1.625 -0.2408
O 2.419 3.331 -1.902 -0.3235
C 4.568 4.258 -0.685 -0.6891
F 3.841 5.153 -0.008 0.1393
F 4.981 4.774 -1.823 0.1877
F 5.586 3.857 0.049 0.1786
C 0.584 5.295 -0.315 -0.2030
P 0.202 3.539 -0.254 0.9894
C -0.491 3.236 1.407 -0.2218
C -1.008 3.198 -1.563 -0.2020
H -0.362 5.825 -0.185 0.0751
H 1.029 5.561 -1.272 0.0682
H 1.263 5.563 0.493 0.0652
H -0.847 4.180 1.822 0.0736
H 0.297 2.848 2.055 0.0522
H -1.311 2.518 1.359 0.0086
H -1.587 4.106 -1.744 0.0758
H -1.666 2.382 -1.272 0.0100
H -0.469 2.938 -2.475 0.0668
C 0.317 -3.492 -1.833 -0.1765
Ge 0.235 -3.588 0.095 1.1930
C 1.839 -4.043 1.049 -0.3083
C 2.615 -3.110 1.733 -0.1066
C 3.762 -3.536 2.386 -0.0476
C 4.124 -4.877 2.356 -0.0371
C 3.344 -5.801 1.675 -0.0490
C 2.196 -5.390 1.014 -0.0979
C -1.494 -3.653 0.878 -0.2973
C -2.469 -4.318 0.165 -0.0974
C -3.725 -4.560 0.750 -0.0508
C -3.980 -4.122 2.023 0.0139
C -3.007 -3.413 2.775 -0.1510
C -3.273 -2.948 4.086 -0.0024
C -2.325 -2.262 4.789 -0.0394
C -1.064 -2.000 4.211 -0.0327
C -0.783 -2.433 2.945 -0.0604
C -1.737 -3.164 2.198 -0.1980
H 0.574 -4.480 -2.221 0.0528
H 1.119 -2.804 -2.101 0.0417
H -0.627 -3.161 -2.257 0.0339
H 2.339 -2.063 1.765 0.0715
H 4.371 -2.819 2.920 0.1106
H 5.021 -5.203 2.868 0.1218
H 3.627 -6.846 1.656 0.1208
H 1.591 -6.120 0.486 0.1093
H -2.278 -4.680 -0.841 0.1107
H -4.478 -5.106 0.195 0.1198
H -4.944 -4.318 2.481 0.1313
H -4.244 -3.152 4.524 0.1276
H -2.534 -1.919 5.794 0.1205
H -0.317 -1.460 4.780 0.1221
H 0.190 -2.224 2.512 0.0623
N -4.623 -0.633 0.010 0.1473
C -3.277 -0.595 0.044 -0.2108
N -2.795 0.621 0.197 0.0027
C -3.929 1.450 0.266 -0.2240
C -4.048 2.834 0.421 -0.0260
C -5.317 3.375 0.444 -0.0622
C -6.461 2.572 0.316 -0.0586
C -6.366 1.205 0.165 0.0048
C -5.082 0.668 0.146 -0.1818
H -5.186 -1.456 -0.125 0.1667
H -2.672 -1.491 -0.035 0.0840
H -3.177 3.467 0.512 0.0860
H -5.440 4.444 0.568 0.1141
H -7.439 3.037 0.332 0.1177
H -7.246 0.582 0.062 0.1221
```

Total charge ... +2
E_HOMO (alpha / beta) ... -0.5090 / -0.5090 Ha
Molecular weight ... 881.1 g/mol
Multiplicity ... 2
Frontier orbital gap (alpha / beta) ... 0.23267 / 0.21616 hartree
DFT total energy ... -5591.68908 hartree
<S²> ... 0.75